Below is a single C4H7P3 molecule, with properties calculated with wB97M-V/def2-TZVPD.

Calculated total energy = -32125.193 eV
HOMO level (spin up / spin down) = -8.075 / -8.077 eV
Energy relative to the best compared isomer or geometry (same formula, charge and spin) = 112.0 kJ/mol

XYZ file:
```
14
Properties=species:S:1:pos:R:3:lowdin_charge:R:1
C 1.541 1.530 -0.359 -0.84
C 0.451 -0.942 -0.221 -0.78
C -0.466 -2.061 -0.216 -0.27
C -1.219 1.311 0.289 -0.28
P 2.951 0.825 0.233 0.47
P 2.239 -1.161 0.611 0.53
P 0.102 0.640 -0.839 0.78
H 1.440 2.663 -0.403 0.02
H -0.537 -2.766 -1.102 0.09
H -1.552 -1.690 -0.161 0.09
H -0.351 -2.733 0.634 0.06
H -2.240 1.303 -0.277 0.06
H -1.095 2.375 0.609 0.04
H -1.263 0.705 1.201 0.04
```